The following is a DFT calculation (the ωB97M-V functional and the def2-TZVPD basis) of a cluster of 3 separate species, C37H72F2N3O2S2Si in total in a non-equilibrium geometry.

Cartesian coordinates (Å):
C  0.7544  -1.6366  -0.5876
C  1.3629  -0.9199  -1.7996
C  2.8419  -1.3053  -2.0141
C  3.7582  -0.1592  -2.4529
C  3.6027  1.1459  -1.6552
C  2.9823  2.3014  -2.4580
C  3.6240  3.6926  -2.2537
C  2.5362  4.7761  -2.1484
C  2.4326  5.5080  -0.7997
C  1.4189  4.8566  0.1437
C  1.9686  3.7617  0.9814
N  1.2889  2.8617  1.6563
C  -0.1794  2.7950  1.6865
F  -0.5222  2.0263  2.7173
F  -0.5997  4.0508  1.9906
C  -0.8492  2.3477  0.4178
C  -0.3344  1.0214  -0.1421
Si  -1.3467  0.4704  -1.6651
C  -1.7379  -1.3587  -1.5270
C  -0.4020  0.7670  -3.2632
C  -2.9707  1.4107  -1.7521
C  -3.1163  2.6127  -2.4521
C  -4.3241  3.3082  -2.4735
C  -5.4315  2.8216  -1.7777
C  -5.3103  1.6223  -1.0844
C  -4.1001  0.9317  -1.0702
C  2.0773  1.9278  2.4763
C  1.7729  0.4422  2.2895
S  2.9024  -0.5512  3.2449
O  3.1932  0.1642  4.4504
O  3.9845  -0.9831  2.4165
C  3.5793  2.1643  2.2249
S  3.6412  3.6498  1.1665
H  -0.1228  -1.1189  -0.1993
H  0.4194  -2.6259  -0.8809
H  1.4784  -1.7749  0.2075
H  0.7862  -1.2626  -2.6535
H  1.2157  0.1563  -1.7281
H  3.2245  -1.8213  -1.1392
H  2.8567  -2.0372  -2.8168
H  3.6309  -0.0056  -3.5202
H  4.7818  -0.5000  -2.3223
H  4.5736  1.4247  -1.2573
H  2.9443  0.9470  -0.8089
H  3.0561  2.0659  -3.5133
H  1.9213  2.3341  -2.2127
H  4.2186  3.9035  -3.1348
H  4.3078  3.7107  -1.4156
H  2.7445  5.5469  -2.8824
H  1.5702  4.3624  -2.4230
H  3.4019  5.6650  -0.3381
H  2.0562  6.5006  -1.0216
H  0.9183  5.5723  0.7879
H  0.6342  4.4435  -0.4816
H  -1.9012  2.2406  0.6642
H  -0.7988  3.1033  -0.3545
H  -0.4036  0.2100  0.5789
H  0.7078  1.1065  -0.4513
H  -0.8563  -1.8771  -1.1482
H  -1.9741  -1.7809  -2.4971
H  -2.5641  -1.5639  -0.8560
H  -0.6446  1.7166  -3.7291
H  -0.5708  -0.0236  -3.9839
H  0.6679  0.7837  -3.0487
H  -2.2850  3.0331  -3.0003
H  -4.4242  4.2408  -3.0050
H  -6.3675  3.3520  -1.7714
H  -6.1677  1.2527  -0.5438
H  -4.0572  0.0185  -0.4976
H  1.8689  2.1765  3.5123
H  0.7727  0.1574  2.6007
H  1.8437  0.1697  1.2405
H  2.1344  -1.6236  3.5491
H  4.0387  1.4123  1.6001
H  4.0785  2.3127  3.1673
C  4.0659  -6.4914  -0.4244
C  5.5806  -6.3665  -0.4983
N  6.0233  -5.3471  -1.4306
C  7.4437  -5.4130  -1.7296
C  8.4368  -5.1505  -0.5910
C  5.4806  -4.0218  -1.2105
C  5.7156  -3.3622  0.1573
H  3.6408  -6.6470  -1.4167
H  3.7972  -7.3460  0.1972
H  3.6010  -5.6086  0.0181
H  5.9846  -7.3236  -0.8361
H  5.9719  -6.2067  0.5190
H  7.6543  -4.7234  -2.5516
H  7.6438  -6.4100  -2.1330
H  8.4880  -4.0947  -0.3275
H  9.4382  -5.4505  -0.9047
H  8.1935  -5.7203  0.3061
H  4.4006  -4.0701  -1.3797
H  5.8544  -3.3584  -1.9955
H  5.5289  -4.0493  0.9831
H  5.0338  -2.5159  0.2810
H  6.7274  -2.9725  0.2571
C  -6.0761  -0.0204  3.3683
C  -7.3256  0.7108  2.8999
N  -8.1943  -0.1060  2.0754
C  -9.2320  0.6566  1.3999
C  -10.2819  1.3622  2.2662
C  -8.6164  -1.3651  2.6673
C  -9.3528  -1.3202  4.0126
H  -5.5332  -0.4423  2.5200
H  -5.4141  0.6775  3.8835
H  -6.3061  -0.8255  4.0665
H  -7.0024  1.5718  2.3073
H  -7.8495  1.1176  3.7787
H  -9.7401  0.0002  0.6891
H  -8.7355  1.4139  0.7827
H  -10.9970  0.6612  2.6925
H  -10.8500  2.0637  1.6524
H  -9.8298  1.9334  3.0774
H  -7.7294  -1.9928  2.7886
H  -9.2319  -1.8944  1.9368
H  -8.8686  -0.6519  4.7259
H  -9.3610  -2.3174  4.4563
H  -10.3907  -1.0114  3.9043

Values from the calculation:
HOMO energy   -9.6 eV
Net charge   +1
LUMO energy   -3.78 eV
HOMO-LUMO gap   5.815 eV
Maximum force   2.547 eV/A
Total energy   -83076.85006 eV